# 1
169
Properties=species:S:1:pos:R:3 method="wB97M-V/def2-TZVPD" e_above_lowest_kj_mol=197.61 e_lumo_ev=-0.09 gap_ev=10.47 e_homo_ev=-10.56 total_energy_ha=-4962.8187
C -3.77 -5.96 2.92
C -2.89 -4.86 2.35
C -1.38 -5.16 2.56
O -0.79 -4.66 1.36
C -1.76 -4.51 0.42
O -1.55 -4.26 -0.72
O -2.98 -4.78 0.93
H -4.77 -5.61 3.14
H -3.31 -6.39 3.81
H -3.81 -6.77 2.20
H -3.12 -3.90 2.82
H -1.07 -6.16 2.81
H -1.17 -4.49 3.40
C 5.76 4.60 0.00
C 4.34 4.63 -0.56
C 4.19 4.45 -2.08
O 3.10 3.55 -2.20
C 2.77 3.06 -0.99
O 1.96 2.20 -0.85
O 3.48 3.64 -0.01
H 6.41 4.95 -0.81
H 6.10 3.58 0.20
H 5.85 5.17 0.92
H 4.03 5.66 -0.35
H 5.10 4.04 -2.55
H 4.02 5.41 -2.56
C 5.56 0.78 -1.31
C 4.86 -0.56 -1.25
C 5.67 -1.73 -1.80
O 5.60 -2.71 -0.75
C 4.91 -2.24 0.30
O 4.75 -2.85 1.30
O 4.54 -0.95 0.09
H 4.99 1.49 -0.71
H 5.56 1.10 -2.35
H 6.60 0.77 -0.99
H 3.92 -0.50 -1.80
H 6.73 -1.49 -1.95
H 5.33 -2.19 -2.72
C 0.18 -1.08 1.82
C 0.23 -0.21 0.59
C 0.63 -0.83 -0.77
O -0.56 -0.74 -1.57
C -1.50 -0.04 -0.92
O -2.49 0.38 -1.44
O -1.12 0.24 0.32
H -0.17 -2.08 1.57
H -0.33 -0.60 2.64
H 1.20 -1.26 2.18
H 0.88 0.65 0.72
H 0.91 -1.87 -0.59
H 1.33 -0.21 -1.32
C -0.74 0.50 -4.76
C -1.98 -0.14 -5.39
C -3.23 -0.27 -4.52
O -4.23 0.41 -5.29
C -3.69 1.01 -6.36
O -4.23 1.75 -7.11
O -2.38 0.63 -6.51
H -0.47 1.48 -5.14
H 0.13 -0.09 -5.09
H -0.63 0.47 -3.67
H -1.64 -1.14 -5.67
H -3.06 0.16 -3.53
H -3.61 -1.28 -4.40
C -2.99 3.30 0.72
C -3.85 4.47 0.22
C -4.72 5.11 1.32
O -4.31 6.46 1.32
C -3.29 6.66 0.48
O -2.72 7.70 0.32
O -2.96 5.52 -0.16
H -2.17 3.73 1.31
H -2.52 2.77 -0.10
H -3.61 2.67 1.37
H -4.42 4.11 -0.63
H -4.57 4.57 2.26
H -5.77 4.99 1.07
C 2.13 -5.06 -0.45
C 1.91 -6.55 -0.47
C 1.19 -7.16 0.72
O 0.12 -7.89 0.11
C 0.12 -7.72 -1.23
O -0.66 -8.21 -1.97
O 1.11 -6.88 -1.60
H 2.68 -4.76 -1.35
H 2.74 -4.69 0.38
H 1.19 -4.51 -0.51
H 2.89 -7.00 -0.64
H 0.87 -6.46 1.49
H 1.81 -7.92 1.20
C 3.42 1.52 2.82
C 3.93 0.12 3.14
C 5.44 0.04 2.86
O 6.04 0.10 4.16
C 5.07 -0.02 5.11
O 5.29 0.07 6.27
O 3.85 -0.05 4.54
H 3.40 1.75 1.76
H 4.03 2.20 3.43
H 2.41 1.70 3.20
H 3.45 -0.64 2.53
H 5.77 0.87 2.25
H 5.76 -0.91 2.43
C 1.24 1.60 6.35
C 1.18 0.14 6.76
C 0.00 -0.17 7.68
O -0.79 -1.08 6.90
C -0.20 -1.38 5.72
O -0.71 -1.99 4.85
O 0.99 -0.74 5.65
H 2.01 1.87 5.64
H 1.26 2.19 7.28
H 0.26 1.96 5.99
H 2.16 -0.06 7.18
H -0.65 0.69 7.82
H 0.34 -0.60 8.62
C -5.63 1.80 -1.51
C -6.57 1.56 -0.35
C -6.48 0.18 0.30
O -6.54 0.41 1.69
C -6.42 1.74 1.94
O -6.37 2.24 3.01
O -6.36 2.45 0.78
H -4.61 1.54 -1.25
H -5.73 2.84 -1.82
H -5.98 1.17 -2.33
H -7.60 1.80 -0.64
H -5.53 -0.29 0.00
H -7.28 -0.44 -0.09
C 1.78 -3.90 -7.02
C 2.54 -3.61 -5.75
C 3.88 -2.84 -5.79
O 3.73 -1.84 -4.79
C 2.42 -1.69 -4.47
O 1.99 -0.92 -3.67
O 1.69 -2.64 -5.05
H 1.88 -3.04 -7.68
H 0.72 -3.99 -6.77
H 2.11 -4.80 -7.53
H 2.61 -4.45 -5.05
H 4.04 -2.34 -6.74
H 4.65 -3.56 -5.50
C -2.70 3.22 -3.63
C -1.64 4.28 -3.32
C -0.32 3.71 -2.78
O 0.66 4.16 -3.73
C 0.09 4.86 -4.73
O 0.68 5.33 -5.64
O -1.25 4.84 -4.60
H -2.68 2.41 -2.90
H -2.66 2.84 -4.64
H -3.67 3.71 -3.54
H -2.07 5.14 -2.81
H -0.22 2.63 -2.79
H -0.08 4.09 -1.79
C -3.38 -0.38 3.08
C -2.88 0.62 4.10
C -1.53 1.25 3.76
O -1.68 2.59 4.20
C -3.01 2.88 4.29
O -3.45 3.97 4.43
O -3.74 1.75 4.21
H -4.28 -0.83 3.53
H -2.70 -1.20 2.87
H -3.83 0.10 2.21
H -2.85 0.12 5.07
H -1.28 1.18 2.70
H -0.79 0.71 4.34

=====

# 2
169
Properties=species:S:1:pos:R:3 method="wB97M-V/def2-TZVPD" e_above_lowest_kj_mol=289.09 e_lumo_ev=-0.14 gap_ev=10.36 e_homo_ev=-10.50 total_energy_ha=-4962.7839
C -1.29 -2.91 5.84
C -2.36 -2.14 5.07
C -1.85 -0.84 4.43
O -2.58 -0.74 3.20
C -2.96 -1.97 2.88
O -3.40 -2.25 1.80
O -2.75 -2.83 3.89
H -1.65 -3.55 6.64
H -0.43 -2.33 6.15
H -0.84 -3.65 5.18
H -3.28 -1.93 5.63
H -0.78 -0.74 4.27
H -2.09 0.00 5.09
C 5.22 4.61 -2.31
C 4.60 3.34 -1.81
C 3.13 3.03 -1.99
O 3.15 1.70 -2.57
C 4.36 1.43 -3.07
O 4.64 0.44 -3.67
O 5.21 2.42 -2.77
H 6.30 4.67 -2.16
H 4.83 5.40 -1.65
H 4.97 4.92 -3.32
H 4.98 3.10 -0.81
H 2.55 3.72 -2.60
H 2.69 2.91 -1.00
C 3.44 -4.06 1.72
C 4.15 -4.28 0.41
C 5.40 -5.14 0.46
O 4.96 -6.35 -0.13
C 3.71 -6.26 -0.66
O 3.24 -7.09 -1.36
O 3.29 -5.01 -0.46
H 3.96 -3.33 2.33
H 3.25 -4.98 2.28
H 2.43 -3.66 1.57
H 4.38 -3.31 -0.03
H 5.75 -5.37 1.46
H 6.23 -4.67 -0.09
C 5.68 -4.49 -3.73
C 4.73 -3.33 -3.94
C 3.33 -3.73 -4.34
O 2.50 -2.98 -3.45
C 3.17 -2.48 -2.43
O 2.75 -1.96 -1.43
O 4.47 -2.66 -2.72
H 5.92 -4.96 -4.69
H 5.19 -5.24 -3.11
H 6.57 -4.21 -3.17
H 5.07 -2.59 -4.67
H 3.07 -4.75 -4.05
H 3.07 -3.58 -5.39
C -6.59 1.65 0.85
C -5.59 2.01 1.93
C -4.19 2.57 1.55
O -4.01 3.48 2.57
C -5.14 3.87 3.12
O -5.24 4.75 3.93
O -6.13 3.06 2.73
H -7.53 1.39 1.34
H -6.26 0.79 0.27
H -6.69 2.48 0.16
H -5.35 1.09 2.48
H -4.11 3.00 0.55
H -3.48 1.75 1.63
C -3.16 -6.29 4.74
C -1.91 -6.66 3.96
C -2.22 -7.07 2.47
O -1.17 -6.40 1.79
C -0.66 -5.42 2.53
O -0.05 -4.47 2.10
O -1.09 -5.52 3.77
H -2.92 -5.91 5.74
H -3.69 -7.22 4.97
H -3.79 -5.61 4.17
H -1.41 -7.45 4.52
H -3.23 -6.79 2.17
H -2.07 -8.14 2.40
C 0.40 -0.85 1.03
C -0.06 -0.15 -0.26
C -1.57 0.00 -0.43
O -1.73 1.43 -0.49
C -0.49 2.03 -0.44
O -0.38 3.21 -0.64
O 0.49 1.15 -0.33
H 0.00 -1.87 1.11
H 0.25 -0.28 1.94
H 1.46 -1.07 0.94
H 0.32 -0.67 -1.14
H -1.97 -0.36 0.52
H -1.99 -0.49 -1.29
C 0.23 -2.49 -6.30
C -0.46 -1.16 -5.95
C -0.66 -0.99 -4.42
O -0.05 0.32 -4.23
C 0.60 0.74 -5.32
O 1.19 1.78 -5.39
O 0.34 -0.07 -6.35
H -0.33 -3.29 -5.82
H 1.24 -2.34 -5.92
H 0.20 -2.71 -7.37
H -1.45 -1.05 -6.40
H -0.11 -1.71 -3.81
H -1.68 -0.92 -4.04
C -4.49 -2.96 -2.72
C -3.93 -4.08 -3.55
C -5.00 -4.98 -4.16
O -4.48 -5.20 -5.47
C -3.48 -4.36 -5.75
O -2.94 -4.22 -6.79
O -3.23 -3.55 -4.68
H -5.40 -2.56 -3.18
H -3.85 -2.08 -2.62
H -4.79 -3.30 -1.74
H -3.15 -4.60 -2.98
H -5.95 -4.47 -4.35
H -5.12 -5.85 -3.51
C 0.75 6.59 0.42
C 1.13 6.06 -0.96
C 0.11 6.37 -2.04
O 0.92 6.83 -3.12
C 2.14 7.16 -2.70
O 2.97 7.67 -3.39
O 2.29 6.73 -1.44
H 1.62 6.87 1.00
H 0.16 5.86 0.99
H 0.11 7.46 0.24
H 1.20 4.97 -0.99
H -0.65 7.11 -1.78
H -0.30 5.44 -2.41
C 4.91 0.42 2.92
C 4.60 -0.35 1.62
C 4.53 0.54 0.38
O 5.49 -0.07 -0.47
C 6.16 -1.04 0.14
O 7.02 -1.69 -0.38
O 5.75 -1.16 1.42
H 5.90 0.86 3.01
H 4.89 -0.32 3.73
H 4.16 1.17 3.17
H 3.73 -0.98 1.79
H 4.79 1.54 0.71
H 3.55 0.49 -0.10
C -3.47 6.53 -1.89
C -3.44 5.80 -0.52
C -2.98 6.70 0.62
O -4.24 7.05 1.24
C -5.22 6.24 0.78
O -6.34 6.16 1.17
O -4.76 5.43 -0.20
H -2.48 6.59 -2.34
H -3.96 7.50 -1.97
H -4.09 5.91 -2.54
H -2.85 4.89 -0.66
H -2.53 7.60 0.20
H -2.30 6.21 1.31
C -0.24 2.93 3.57
C -0.66 3.78 4.75
C -1.88 3.26 5.51
O -1.48 3.15 6.86
C -0.17 3.41 6.97
O 0.42 3.25 7.99
O 0.39 3.73 5.77
H -1.00 2.91 2.79
H -0.24 1.87 3.83
H 0.71 3.16 3.10
H -0.70 4.85 4.53
H -2.14 2.26 5.16
H -2.69 3.97 5.38